(1)
The following is a DFT calculation (ωB97M-V/def2-TZVPD) of 2 unconnected molecules or ions with the total composition CH2Cl2FNS in a non-equilibrium geometry.

Geometry as XYZ:
```
8
Properties=species:S:1:pos:R:3:forces:R:3:nbo_charge:R:1
C 0.048271 -1.227604 0.216116 -0.755 2.404 -0.525 0.1346
S -1.196231 2.124844 -0.625774 -1.110 0.290 -0.127 0.4435
H 0.855932 2.517408 -0.290851 0.234 0.126 0.035 0.3560
H 0.133252 -0.184153 -0.217816 1.546 -1.256 1.434 0.2450
Cl 1.445588 -2.292815 -0.009344 -0.693 0.466 0.382 -0.0024
N 0.262960 1.703685 -0.450656 0.831 0.135 -0.007 -0.7667
F -0.983606 -1.595438 -0.561310 -0.780 -1.718 -0.085 -0.3371
Cl -0.566166 -1.045928 1.939634 0.728 -0.448 -1.107 -0.0728
```
Forces are in eV/Å.

Values from the calculation:
electronic energy	-1512.40540	Ha
gap between HOMO and LUMO (spin up / spin down)	7.408 / 7.405	eV
SMILES	FC(Cl)Cl.N=S

(2)
The following is a DFT calculation (ωB97M-V/def2-TZVPD) of CH2Cl2FP in the gas phase in a non-equilibrium geometry.

Geometry as XYZ:
```
7
Properties=species:S:1:pos:R:3:forces:R:3:nbo_charge:R:1
Cl 1.763369 -1.156676 -0.755092 0.803 -1.126 -1.173 -0.2421
H -1.392461 0.412038 0.898310 0.609 0.714 0.160 0.1866
P 1.198938 0.112112 0.629439 -2.399 1.040 0.184 0.7871
F -1.079230 -1.367447 0.240183 0.417 -1.803 0.891 -0.3838
C -0.705981 -0.044215 0.179825 -1.470 -0.176 -1.398 -0.2581
Cl 1.391297 1.931147 -0.323091 0.145 0.114 0.073 -0.2972
H -1.175933 0.113039 -0.869575 1.895 1.236 1.263 0.2076
```
Forces are in eV/Å.

Values from the calculation:
electronic energy	-1400.91672	Ha
gap between HOMO and LUMO	10.393	eV
SMILES	FCP(Cl)Cl

(3)
The following is a DFT calculation (ωB97M-V/def2-TZVPD) of CH2Cl2FPS in the gas phase in a non-equilibrium geometry.

Geometry as XYZ:
```
8
Properties=species:S:1:pos:R:3:forces:R:3:nbo_charge:R:1
S 2.053036 -1.385495 -1.371541 -2.696 2.100 3.104 -0.4414
H -1.332169 1.157789 0.393724 1.236 -0.924 -0.482 0.2228
C -0.880149 0.375817 -0.302425 -1.273 -0.035 1.030 -0.2874
F -0.912857 0.936046 -1.567126 -0.003 -0.985 0.682 -0.3293
Cl 1.697376 1.269875 0.991097 0.096 -0.246 0.087 -0.1958
Cl 0.092670 -1.479726 1.762889 0.597 0.699 -0.792 -0.2329
H -1.502959 -0.553236 -0.071628 0.256 1.063 -1.436 0.2115
P 0.785054 -0.321070 0.165010 1.787 -1.672 -2.193 1.0525
```
Forces are in eV/Å.

Values from the calculation:
electronic energy	-1799.09743	Ha
gap between HOMO and LUMO	8.373	eV
SMILES	FCP(=S)(Cl)Cl

(4)
The following is a DFT calculation (ωB97M-V/def2-TZVPD) of 2 unconnected molecules or ions with the total composition CH2Cl2N2 in a non-equilibrium geometry.

Geometry as XYZ:
```
7
Properties=species:S:1:pos:R:3:forces:R:3:nbo_charge:R:1
H 0.056074 0.689833 2.993767 0.353 0.096 -1.111 0.4134
N 0.721132 1.870039 0.129527 0.575 1.286 -1.248 -0.5442
H -0.764659 -2.308561 -1.118870 -1.750 0.147 -0.822 0.2860
Cl -0.043976 2.066401 -1.350923 -0.239 -0.295 0.196 0.1886
C 0.438561 1.204832 1.091555 -0.088 -0.316 0.635 0.6308
N 0.515274 0.524992 2.083792 -0.611 -0.787 1.518 -0.6884
Cl -1.985717 -2.209925 -1.692651 1.760 -0.131 0.832 -0.2862
```
Forces are in eV/Å.

Values from the calculation:
electronic energy	-1069.12545	Ha
gap between HOMO and LUMO	10.476	eV
SMILES	N=C=NCl.Cl

(5)
The following is a DFT calculation (ωB97M-V/def2-TZVPD) of CH2Cl2N2O2 in the gas phase in a non-equilibrium geometry.

Geometry as XYZ:
```
9
Properties=species:S:1:pos:R:3:forces:R:3:nbo_charge:R:1
Cl 0.279444 0.963705 1.742972 0.826 1.526 0.882 0.6947
C -0.102912 -0.458396 -1.046953 -0.868 -1.068 0.223 -0.1671
H -0.819986 -1.110515 -1.490928 -0.537 0.287 -0.705 0.2026
O 0.780779 1.210114 -0.185555 1.718 2.692 -0.196 -0.4311
N -0.291704 -0.452412 1.827693 -1.839 -1.673 -0.199 -0.5491
Cl 0.825555 -1.743544 1.830654 0.662 -0.106 0.426 0.1359
H 0.595792 -0.867749 -0.369129 0.759 -0.418 -0.381 0.1974
N -0.193984 0.856045 -0.959543 -0.525 -2.002 0.324 0.3671
O -1.072985 1.602752 -1.349210 -0.196 0.761 -0.375 -0.4504
```
Forces are in eV/Å.

Values from the calculation:
electronic energy	-1219.34426	Ha
gap between HOMO and LUMO (spin up / spin down)	7.690 / 7.126	eV

(6)
The following is a DFT calculation (ωB97M-V/def2-TZVPD) of a gas-phase ion, CH2Cl2NO2S (charge -1) in a non-equilibrium geometry.

Geometry as XYZ:
```
9
Properties=species:S:1:pos:R:3:forces:R:3:nbo_charge:R:1
N -0.260020 -0.313761 0.778701 2.847 -0.230 -1.707 -0.9025
Cl 2.155631 -1.549133 0.465124 -0.335 -0.899 0.057 -0.0918
H 0.049937 0.048076 1.726482 -0.622 -0.232 -1.807 0.3879
S -1.759031 0.219791 -0.217501 -1.024 -0.211 -0.066 1.5949
H 0.517287 -0.786088 -1.128396 -0.536 -0.690 -1.640 0.2256
O -1.110339 0.512322 -1.542910 -0.680 0.486 1.493 -1.0267
Cl 1.899767 1.053992 -0.487961 -0.659 -0.041 -0.221 -0.2103
O -2.336100 1.333139 0.592934 1.151 -0.414 -0.927 -1.0143
C 0.842867 -0.518341 -0.186469 -0.143 2.231 4.817 0.0374
```
Forces are in eV/Å.

Values from the calculation:
electronic energy	-1563.15579	Ha
charge	-1
gap between HOMO and LUMO	7.588	eV